No. 1
ORCA calculation (the ωB97M-V functional and the def2-TZVPD basis) on one molecule with the formula ClH3N2O2S in a non-equilibrium geometry.

LUMO in eV: -0.378
Largest force on an atom in hartree/bohr: 0.079
Orbital gap in eV: 9.464
DFT total energy in eV: -30478.8874
HOMO in eV: -9.8419
SMILES: NNS(=O)(=O)Cl
Spin multiplicity: 1

Last column: natural (NBO) charge in e.
Positions of all 9 atoms, in Å:
N 0.54 -0.37 -1.35  -0.550
N -0.02 0.71 -0.91  -0.448
S -0.75 0.28 0.96  1.982
O -0.90 1.37 1.84  -0.866
O -1.69 -0.80 0.99  -0.886
Cl 1.04 -0.80 1.30  -0.359
H 1.29 -0.73 -0.79  0.372
H -0.20 -1.10 -1.49  0.381
H 0.71 1.43 -0.55  0.375

=====

No. 2
ORCA calculation (the ωB97M-V functional and the def2-TZVPD basis) on C36H40F3N5O2S2Sb2V as an isolated structure in a non-equilibrium geometry.

LUMO (spin up / spin down) in eV: -0.334 / -0.494
Largest force on an atom in hartree/bohr: 0.035
Orbital gap (spin up / spin down) in eV: 6.467 / 6.977
DFT total energy in eV: -118114.1237
HOMO (spin up / spin down) in eV: -6.8009 / -7.4706
Spin multiplicity: 4

Last column: Mulliken spin population.
Positions of all 91 atoms, in Å:
V -0.04 0.12 0.00  2.806
C 2.24 2.24 2.37  0.015
O 1.08 2.01 1.56  0.010
C 0.27 3.08 1.33  -0.028
C 0.63 4.40 1.60  0.009
C -0.25 5.43 1.32  -0.012
C -1.50 5.17 0.78  0.010
C -1.87 3.86 0.53  -0.016
C -0.99 2.82 0.79  0.002
N -1.35 1.44 0.61  -0.116
N -2.60 1.24 0.78  0.101
C -3.07 -0.04 0.88  0.093
C -2.26 -1.17 1.19  0.021
O -0.99 -1.15 1.23  0.050
C -2.94 -2.41 1.51  -0.024
C -4.28 -2.52 1.43  0.030
C -5.11 -1.41 1.06  0.001
C -6.51 -1.56 0.96  -0.002
C -7.30 -0.49 0.61  0.003
C -6.71 0.75 0.37  0.000
C -5.34 0.91 0.46  0.006
C -4.51 -0.17 0.81  -0.019
H 1.93 2.56 3.37  0.002
H 2.89 2.98 1.92  -0.001
H 2.77 1.29 2.42  -0.005
H 1.60 4.62 2.03  0.000
H 0.05 6.45 1.53  -0.001
H -2.18 5.98 0.56  0.000
H -2.84 3.62 0.12  -0.001
H -2.30 -3.24 1.78  0.002
H -4.76 -3.47 1.65  0.002
H -6.94 -2.53 1.16  0.000
H -8.37 -0.61 0.54  0.000
H -7.33 1.60 0.10  0.000
H -4.89 1.88 0.27  0.004
F 0.18 -4.74 -2.25  0.000
C -0.02 -3.90 -3.28  -0.005
F -0.66 -4.60 -4.23  0.000
F 1.18 -3.57 -3.78  0.000
C -0.81 -2.68 -2.87  -0.015
C -2.04 -2.44 -3.44  0.021
C -2.78 -1.32 -3.09  -0.010
C -2.24 -0.47 -2.15  0.043
N -1.06 -0.70 -1.58  -0.092
C -0.31 -1.78 -1.91  0.091
S 1.19 -1.88 -1.06  -0.013
H -2.43 -3.14 -4.17  0.002
H -3.75 -1.11 -3.52  0.001
H -2.75 0.43 -1.83  0.030
C 4.33 -3.45 3.38  0.000
Sb 2.84 -2.94 1.90  0.000
C 2.03 -1.36 3.10  0.011
C 4.25 -1.82 0.66  0.010
C 4.62 -0.38 0.94  0.000
C 5.26 -0.13 2.16  -0.001
C 5.76 1.11 2.50  0.001
C 5.65 2.15 1.59  0.001
C 5.02 1.93 0.38  -0.001
C 4.46 0.69 0.04  -0.004
C 3.80 0.56 -1.30  0.006
Sb 1.82 1.39 -1.52  -0.047
C 2.37 3.45 -1.47  0.009
C 1.79 1.11 -3.62  0.011
H 5.22 -3.84 2.88  0.000
H 3.94 -4.23 4.04  0.000
H 4.60 -2.58 3.97  0.000
H 2.79 -0.60 3.31  -0.001
H 1.71 -1.81 4.04  0.001
H 1.15 -0.90 2.63  0.016
H 3.97 -1.99 -0.37  0.001
H 5.15 -2.41 0.84  0.000
H 5.39 -0.96 2.85  0.000
H 6.26 1.26 3.45  0.000
H 6.06 3.13 1.81  0.000
H 4.95 2.73 -0.34  -0.001
H 3.71 -0.46 -1.64  -0.003
H 4.37 1.11 -2.06  0.000
H 3.05 3.68 -2.28  -0.001
H 2.84 3.68 -0.52  0.000
H 1.47 4.06 -1.57  -0.001
H 2.69 1.54 -4.06  -0.001
H 0.91 1.58 -4.06  0.000
H 1.76 0.04 -3.81  0.000
N -2.86 5.05 -2.32  0.000
C -2.71 3.77 -2.74  0.003
N -3.86 3.13 -3.06  0.001
S -1.22 3.03 -2.83  -0.003
H -3.72 5.55 -2.46  0.000
H -2.02 5.57 -2.15  0.000
H -4.76 3.53 -2.91  0.000
H -3.79 2.17 -3.35  0.000

=====

No. 3
ORCA calculation (the ωB97M-V functional and the def2-TZVPD basis) on C2H11N2O2Sr as an isolated structure in a non-equilibrium geometry.

Total charge: -1
LUMO in eV: 2.219
Largest force on an atom in hartree/bohr: 0.185
Orbital gap in eV: 4.140
DFT total energy in eV: -10157.2669
HOMO in eV: -1.9212
Spin multiplicity: 1

Last column: Mulliken charge in e.
Positions of all 18 atoms, in Å:
C -1.79 -1.01 -0.36  -1.338
Sr -0.27 0.31 0.02  1.080
N 1.52 1.63 0.51  -0.776
N -0.43 1.06 -2.11  -0.897
H 2.42 1.12 0.48  0.278
H -1.30 1.10 0.82  -0.202
H -2.27 -1.37 0.56  0.179
H -1.30 -1.86 -0.87  0.196
H -2.55 -0.56 -1.02  0.211
H 0.39 0.93 -2.71  0.244
H -0.67 2.06 -2.15  0.244
H -1.20 0.57 -2.59  0.282
H 1.64 2.47 -0.07  0.234
H 1.43 1.96 1.48  0.257
O 1.75 -3.10 2.45  -0.691
C 1.06 -2.07 2.04  0.171
O 1.10 -1.71 0.77  -0.713
H 0.45 -1.51 2.73  0.240

=====

No. 4
ORCA calculation (the ωB97M-V functional and the def2-TZVPD basis) on C23H44BrGeInNO2SeSi as an isolated structure.

Total charge: +1
LUMO in eV: -3.285
Largest force on an atom in hartree/bohr: 0.002
Orbital gap in eV: 8.529
DFT total energy in eV: -235103.0821
HOMO in eV: -11.8142
Spin multiplicity: 1

Last column: Mulliken charge in e.
Positions of all 75 atoms, in Å:
In 0.67 -0.38 0.68  1.746
Br 1.71 -0.48 -2.83  0.070
C 3.01 -0.99 -1.58  0.236
C 4.26 -1.39 -2.00  -0.725
C 5.21 -1.71 -1.04  -0.552
C 4.88 -1.60 0.30  -0.849
C 3.60 -1.20 0.64  0.685
N 2.68 -0.90 -0.29  0.199
C 3.18 -1.06 2.11  0.124
O 4.03 -1.18 2.96  -0.659
O 1.93 -0.78 2.30  -0.517
H 4.48 -1.45 -3.06  0.530
H 6.20 -2.03 -1.34  0.452
H 5.57 -1.82 1.10  0.617
C -0.64 -3.01 -1.45  -1.596
C -1.65 -2.95 -0.29  2.449
C -1.15 -3.96 0.76  -1.967
C -3.02 -3.42 -0.80  -1.737
Si -1.78 -1.18 0.44  -2.927
C -2.63 0.10 -0.72  2.918
C -2.19 1.54 -0.39  -1.102
C -4.16 0.01 -0.60  -1.818
C -2.25 -0.14 -2.19  -1.976
C -2.39 -1.11 2.26  2.510
C -2.68 0.32 2.72  -1.867
C -1.36 -1.68 3.24  -1.801
C -3.70 -1.92 2.40  -1.795
H -0.64 -4.03 -1.86  0.552
H 0.38 -2.81 -1.11  0.243
H -0.87 -2.33 -2.27  0.310
H -1.02 -4.93 0.27  0.602
H -1.86 -4.10 1.57  0.342
H -0.19 -3.67 1.18  0.295
H -2.94 -4.45 -1.15  0.550
H -3.38 -2.82 -1.64  0.305
H -3.79 -3.39 -0.03  0.323
H -2.39 1.83 0.64  0.234
H -2.73 2.23 -1.05  0.574
H -1.13 1.68 -0.59  -0.449
H -4.51 0.30 0.39  0.330
H -4.53 -1.00 -0.80  0.338
H -4.62 0.68 -1.32  0.565
H -1.17 -0.11 -2.34  0.104
H -2.69 0.65 -2.80  0.596
H -2.62 -1.09 -2.57  0.354
H -1.79 0.97 2.65  0.216
H -2.97 0.30 3.77  0.606
H -3.49 0.79 2.17  0.307
H -0.44 -1.10 3.27  0.381
H -1.09 -2.72 3.04  0.285
H -1.78 -1.65 4.25  0.576
H -4.48 -1.58 1.72  0.333
H -4.07 -1.82 3.42  0.548
H -3.54 -2.99 2.22  0.310
C 2.24 5.52 -1.88  -1.205
Ge 1.79 3.68 -1.42  0.667
C 3.40 2.57 -1.38  -0.426
C 0.46 2.98 -2.67  -0.479
C 0.95 3.74 0.38  -1.180
Se 1.05 2.21 1.58  0.319
C 2.93 2.27 2.08  -1.012
H 2.66 5.56 -2.88  0.377
H 2.97 5.93 -1.18  0.361
H 1.35 6.15 -1.86  0.367
H 3.74 2.38 -2.40  0.395
H 3.20 1.61 -0.90  -0.483
H 4.20 3.07 -0.85  0.419
H 0.89 2.91 -3.67  0.401
H -0.40 3.64 -2.71  0.346
H 0.12 1.98 -2.38  -0.394
H -0.12 3.93 0.28  0.495
H 1.36 4.56 0.97  0.622
H 3.13 3.29 2.42  0.499
H 3.57 2.02 1.24  0.168
H 3.06 1.57 2.90  0.367

=====

No. 5
ORCA calculation (the ωB97M-V functional and the def2-TZVPD basis) on one molecule with the formula C5H5NO in a non-equilibrium geometry.

LUMO in eV: 0.689
Largest force on an atom in hartree/bohr: 0.023
Orbital gap in eV: 11.015
DFT total energy in eV: -8802.0366
HOMO in eV: -10.3268
SMILES: N#C[C@@H]1C[C@@H]1C=O
Spin multiplicity: 1

Last column: natural (NBO) charge in e.
Positions of all 12 atoms, in Å:
N -0.24 1.19 -2.49  -0.302
C -0.36 0.36 -1.70  0.268
C -0.42 -0.66 -0.66  -0.325
C -1.06 -0.37 0.66  -0.376
C 0.44 -0.43 0.58  -0.311
C 1.22 0.84 0.58  0.433
O 2.41 0.88 0.73  -0.495
H -0.47 -1.67 -1.04  0.266
H -1.53 0.60 0.81  0.235
H -1.56 -1.20 1.15  0.239
H 0.97 -1.29 0.98  0.248
H 0.61 1.75 0.40  0.119